# 1
{"formula": "C22H26Br51O5P", "method": "ωB97M-V with the def2-TZVPD basis set", "lumo_energy_ha": -0.0482, "e_tot_ev": -3614913.76817, "total_charge": 0, "homo_energy_ev": -8.36, "elements": ["O", "C", "O", "C", "C", "C", "C", "O", "O", "P", "O", "H", "H", "H", "H", "H", "H", "H", "H", "H", "C", "Br", "Br", "Br", "H", "C", "Br", "Br", "Br", "H", "C", "Br", "Br", "Br", "H", "C", "Br", "Br", "Br", "H", "C", "Br", "Br", "Br", "H", "C", "Br", "Br", "Br", "H", "C", "Br", "Br", "Br", "H", "C", "Br", "Br", "Br", "H", "C", "Br", "Br", "Br", "H", "C", "Br", "Br", "Br", "H", "C", "Br", "Br", "Br", "H", "C", "Br", "Br", "Br", "H", "C", "Br", "Br", "Br", "H", "C", "Br", "Br", "Br", "H", "C", "Br", "Br", "Br", "H", "C", "Br", "Br", "Br", "H", "C", "Br", "Br", "Br", "H"], "coordinates": [[2.8577, 3.4082, 1.4320], [2.5547, 2.2107, 1.4223], [1.8268, 1.5706, 0.3619], [0.6558, 1.0033, 1.0335], [-0.6789, 1.0381, 0.1423], [-1.9061, 1.4281, 1.1466], [-3.2527, 0.6780, 0.7804], [-3.5728, 0.2041, -0.3916], [-4.2023, 0.4766, 1.9250], [0.8986, -0.8041, 1.6023], [1.3456, -1.6133, 0.3547], [2.8207, 1.5631, 2.3310], [0.4849, 1.6567, 1.9719], [-0.6108, 1.7421, -0.7476], [-0.8307, -0.0191, -0.2878], [-1.9635, 2.5633, 1.1329], [-1.6113, 1.0597, 2.2096], [-3.6088, 0.1357, 2.6628], [1.8040, -0.9237, 2.6977], [-0.4331, -1.2805, 1.9283], [-0.1650, 1.2031, 5.6966], [-0.6780, 2.6447, 6.8812], [-1.5068, 0.8898, 4.3254], [1.5950, 1.4963, 4.9441], [-0.1071, 0.2983, 6.2991], [2.9046, 5.3648, 4.8740], [3.7709, 6.5608, 3.6191], [4.1057, 4.8220, 6.2979], [1.2585, 6.1176, 5.5697], [2.6358, 4.4653, 4.3227], [2.5877, -3.4892, 4.4892], [2.7200, -5.2983, 5.1694], [1.4913, -3.4010, 2.8913], [1.9827, -2.2500, 5.8535], [3.5926, -3.1823, 4.2036], [0.6655, -7.0892, 1.8478], [1.6574, -8.7508, 1.9728], [0.1788, -6.6753, 0.0177], [-0.8769, -7.0813, 3.0231], [1.3288, -6.2962, 2.1881], [-2.6874, 3.6805, 10.2437], [-2.6514, 5.0015, 8.8238], [-3.3430, 1.9640, 9.6233], [-0.9608, 3.5214, 11.1086], [-3.3917, 4.0379, 10.9921], [3.4588, 2.1411, -2.7199], [4.1574, 3.5999, -3.7881], [1.5434, 1.9401, -2.9357], [4.4007, 0.4821, -3.0658], [3.6362, 2.3962, -1.6768], [7.0859, -4.6906, 6.2676], [7.8315, -6.4691, 6.4639], [6.6204, -4.3035, 4.4244], [5.5880, -4.4015, 7.4640], [7.8635, -3.9857, 6.5543], [3.0577, 5.1473, 11.8790], [3.5696, 5.2811, 10.0128], [1.4666, 6.1852, 12.2660], [2.8664, 3.3008, 12.4407], [3.8681, 5.5762, 12.4648], [5.4026, -2.9671, -4.5130], [7.2315, -2.4978, -4.0695], [5.2601, -3.6907, -6.3067], [4.6222, -4.1529, -3.1932], [4.8235, -2.0457, -4.4954], [7.3196, 3.8370, -7.0561], [7.4587, 2.0457, -6.3265], [6.2078, 3.8843, -8.6438], [6.7245, 5.1123, -5.7222], [8.3206, 4.1366, -7.3589], [-7.1950, 1.0954, -0.2084], [-8.3445, -0.0009, 0.9114], [-5.2895, 0.7760, 0.1538], [-7.6077, 0.8798, -2.0921], [-7.4042, 2.1328, 0.0451], [-11.0448, 3.4585, -0.9592], [-9.2442, 3.9418, -0.4241], [-11.0843, 2.6857, -2.7369], [-11.9013, 2.3099, 0.3471], [-11.6223, 4.3797, -1.0004], [-15.0863, 0.1831, -1.8997], [-13.2559, -0.4220, -1.6940], [-16.2804, -0.6968, -0.6506], [-15.2248, 2.1144, -1.7900], [-15.4053, -0.1022, -2.8999], [6.8633, -7.1506, -6.9925], [8.6902, -6.6781, -6.5482], [6.7228, -7.8793, -8.7837], [6.0825, -8.3335, -5.6699], [6.2840, -6.2294, -6.9768], [5.2712, -4.6070, -11.4627], [3.7918, -3.4899, -12.0275], [6.9174, -4.1419, -12.3749], [5.4864, -4.5940, -9.5356], [5.0264, -5.6282, -11.7485], [-0.1630, -4.7776, -10.6670], [1.3246, -5.7396, -9.8797], [-0.1922, -2.9199, -10.1128], [-0.1933, -4.9544, -12.5978], [-1.0746, -5.2370, -10.2905], [-6.6900, 5.8691, -3.2922], [-6.2023, 5.9954, -5.1650], [-8.2575, 6.9360, -2.8828], [-6.9043, 4.0264, -2.7264], [-5.8637, 6.2852, -2.7196]]}

=====

# 2
{"formula": "C22H26BrN9O5Ti", "method": "ωB97M-V with the def2-TZVPD basis set", "lumo_energy_ha": 0.1461, "e_tot_ev": -140047.09750, "relative_energy_ev": 2.3972, "total_charge": -2, "homo_energy_ev": 0.53, "elements": ["Ti", "O", "C", "C", "C", "C", "C", "C", "C", "O", "N", "N", "C", "C", "C", "C", "C", "C", "N", "H", "H", "H", "H", "H", "H", "H", "H", "H", "H", "N", "C", "C", "O", "N", "C", "C", "O", "O", "H", "H", "H", "H", "H", "H", "Br", "C", "C", "C", "C", "N", "C", "N", "N", "N", "H", "H", "H", "H", "H", "H", "H", "H", "H", "H"], "coordinates": [[-0.6841, -0.2140, 0.0041], [-1.0391, -3.5664, 2.9093], [-1.3304, -2.8556, 4.0193], [-1.4710, -3.5531, 5.2188], [-1.7787, -2.8824, 6.3905], [-1.9498, -1.5013, 6.3712], [-1.8096, -0.8099, 5.1765], [-1.5037, -1.4623, 3.9854], [-1.3672, -0.7213, 2.7172], [-0.8591, -1.3493, 1.6600], [-1.7494, 0.5098, 2.6549], [-1.5133, 0.9763, 1.3974], [-1.9193, 2.2000, 1.0253], [-1.7503, 2.4979, -0.3125], [-2.2813, 3.6709, -0.9341], [-2.2185, 3.8201, -2.2762], [-1.6250, 2.7810, -3.0613], [-1.1190, 1.6861, -2.4236], [-1.1110, 1.5158, -1.0825], [-0.9688, -2.9126, 2.1673], [-1.3382, -4.6293, 5.2037], [-1.8856, -3.4385, 7.3169], [-2.1870, -0.9662, 7.2843], [-1.9354, 0.2653, 5.1305], [-2.3700, 2.8878, 1.7279], [-2.7584, 4.4130, -0.3030], [-2.6372, 4.6996, -2.7520], [-1.5934, 2.8336, -4.1423], [-0.6792, 0.8856, -3.0014], [1.4274, -1.8309, 0.2090], [1.4235, -2.8001, -0.8778], [0.1052, -2.8014, -1.6345], [-0.1157, -3.7653, -2.3879], [-0.6744, -1.7274, -1.4316], [-1.9227, -1.7421, -2.1964], [-3.0358, -1.0647, -1.4150], [-4.1753, -1.0367, -1.8787], [-2.6630, -0.5783, -0.2761], [2.3440, -1.4964, 0.4578], [0.9989, -2.1957, 1.0453], [1.6335, -3.8297, -0.5843], [2.1832, -2.5179, -1.6125], [-2.2396, -2.7581, -2.4174], [-1.8024, -1.2396, -3.1588], [1.4671, 1.1049, 1.2394], [4.2783, 2.8625, -4.8150], [4.9302, 2.6364, -3.4522], [4.3286, 3.5595, -2.3947], [4.8708, 1.1687, -3.0102], [3.5278, 0.6519, -2.8201], [2.7554, 0.7124, -1.7382], [1.5802, 0.2425, -2.0437], [1.6515, -0.1030, -3.3543], [2.8116, 0.1490, -3.8317], [4.3488, 3.9159, -5.0974], [3.2221, 2.5883, -4.7939], [4.7586, 2.2622, -5.5933], [5.9997, 2.8535, -3.5395], [3.2674, 3.3460, -2.2376], [4.4086, 4.6028, -2.7090], [4.8352, 3.4539, -1.4306], [5.3851, 1.0602, -2.0573], [5.3652, 0.5338, -3.7407], [3.0443, 1.0795, -0.7575]]}

=====

# 3
{"formula": "C22H26Cl9N3O3", "method": "ωB97M-V with the def2-TZVPD basis set", "lumo_energy_ha": 0.0107, "e_tot_ev": -146548.25958, "total_charge": 0, "homo_energy_ev": -9.35, "smiles": "CCOC(=O)OC.ClC(Cl)Cl.ClC(Cl)Cl.ClC(Cl)Cl.c1ccncc1.c1ccncc1.c1ccncc1", "elements": ["C", "C", "O", "C", "O", "O", "C", "H", "H", "H", "H", "H", "H", "H", "H", "Cl", "C", "Cl", "Cl", "H", "Cl", "C", "Cl", "Cl", "H", "Cl", "C", "Cl", "Cl", "H", "C", "C", "C", "N", "C", "C", "H", "H", "H", "H", "H", "C", "C", "C", "N", "C", "C", "H", "H", "H", "H", "H", "C", "C", "C", "N", "C", "C", "H", "H", "H", "H", "H"], "coordinates": [[2.6125, 1.4754, 0.6915], [2.4567, 1.2762, 2.1971], [2.9799, -0.0122, 2.3985], [4.1362, -0.1864, 3.1396], [4.8911, 0.7053, 3.5207], [4.3163, -1.5322, 3.2232], [5.3461, -2.0988, 3.9802], [2.2650, 0.5600, 0.2126], [3.6905, 1.5397, 0.5440], [2.1436, 2.4078, 0.3770], [1.4149, 1.3989, 2.4934], [3.0377, 2.0918, 2.6275], [5.3987, -3.1697, 3.7839], [5.2937, -1.9093, 5.0523], [6.2776, -1.7371, 3.5445], [-2.1246, -0.3764, -1.3899], [-0.6886, 0.0693, -0.4313], [0.2445, -1.3252, 0.0482], [-1.3055, 1.0864, 0.9346], [-0.0411, 0.6907, -1.0499], [1.6433, -5.5138, 0.4517], [2.6020, -4.1529, 1.0215], [4.1209, -3.9586, 0.0771], [2.9470, -4.2291, 2.7322], [2.0954, -3.2204, 0.7728], [-3.7932, -3.0754, -0.3956], [-2.7614, -3.5197, 0.9631], [-1.6828, -4.8775, 0.5905], [-3.7811, -3.7728, 2.4425], [-2.1171, -2.6588, 1.1416], [2.0398, -1.7076, -5.2504], [2.9078, -0.8333, -4.6417], [2.4568, 0.1010, -3.6599], [1.1802, 0.0312, -3.2198], [0.3582, -0.8045, -3.8878], [0.6799, -1.7046, -4.8820], [2.3439, -2.2818, -6.1131], [3.9580, -0.8948, -4.8864], [3.0835, 0.8324, -3.1712], [-0.6787, -0.6869, -3.6095], [-0.0941, -2.3364, -5.2921], [-4.9645, 0.2182, 1.3372], [-4.7747, 1.5659, 1.6807], [-5.6358, 2.2269, 2.5195], [-6.8179, 1.6920, 2.7842], [-6.9653, 0.3556, 2.5594], [-6.0545, -0.4267, 1.8406], [-4.3039, -0.3221, 0.6754], [-3.9653, 2.1539, 1.2739], [-5.5293, 3.2158, 2.9404], [-7.8446, -0.0943, 2.9961], [-6.3073, -1.4648, 1.6833], [0.4850, 3.9468, -1.6188], [-0.5043, 4.3688, -0.7479], [-1.8104, 3.9376, -0.9535], [-2.1462, 3.1033, -2.0174], [-1.1511, 2.6590, -2.8644], [0.2190, 3.0336, -2.6334], [1.5018, 4.2939, -1.5092], [-0.1461, 4.9636, 0.0793], [-2.6477, 4.2651, -0.3550], [-1.5648, 1.9595, -3.5757], [1.0742, 2.6584, -3.1758]]}